Record 1
The following is a DFT calculation (ωB97M-V/def2-TZVPD) of a single C4H8O2 molecule.

Its orbital gap is 10.338 eV. The energy above the lowest of the compared OMol25 structures with the same formula, charge and spin comes out at 134.70 kJ/mol. The structure (SMILES) is COCC(C)=O. As for the spin multiplicity: 1. As for the HOMO energy: -0.3476 Eh. Its charge is 0. The electronic energy is -307.66113 a.u.

Geometry as XYZ:
```
14
C4H8O2 ωB97M-V/def2-TZVPD
C -1.8420 0.5326 -0.1548
O -0.9923 0.1311 0.8930
C -0.2029 -0.9838 0.5805
C 1.1520 -0.6991 -0.0727
C 1.6400 0.7230 -0.2189
O 1.8261 -1.6452 -0.4210
H -2.4939 -0.2932 -0.4747
H -2.4614 1.3463 0.2293
H -1.2799 0.8913 -1.0297
H 0.0142 -1.5102 1.5187
H -0.7349 -1.6930 -0.0714
H 2.5386 0.8502 0.3944
H 0.8969 1.4612 0.0853
H 1.9396 0.8888 -1.2580
```

Record 2
The following is a DFT calculation (ωB97M-V/def2-TZVPD) of a 17-piece molecular cluster, C47H136N8O23 overall.

Its orbital gap is 8.628 eV. As for the spin multiplicity: 1. As for the HOMO energy: -0.3231 Eh. Its charge is 0. The electronic energy is -4040.28606 a.u.

Geometry as XYZ:
```
214
C47H136N8O23 ωB97M-V/def2-TZVPD
C 27.4204 22.6519 26.2801
O 28.0857 23.9097 26.4683
H 26.4181 22.6931 26.7065
H 27.4135 22.3419 25.2351
H 27.8278 21.8208 26.8558
H 27.6468 24.5235 25.8748
C 25.5384 6.4522 25.1975
O 25.4355 5.3145 26.0487
H 25.7504 6.1231 24.1802
H 24.5688 6.9158 25.3796
H 26.3116 7.1745 25.4593
H 25.5062 5.6527 26.9444
C 21.7540 21.2358 19.4914
O 20.3916 21.5063 19.3978
H 22.4243 22.0603 19.2488
H 22.0486 21.0221 20.5188
H 21.9715 20.2941 18.9874
H 19.9327 20.8168 19.8832
C 33.8724 5.7489 28.6051
C 33.6070 7.0659 27.8038
C 32.9027 6.8661 26.4531
O 32.9732 8.0593 25.6665
C 32.5967 7.6789 24.3700
N 32.7558 7.9205 28.6366
H 34.1584 5.9121 29.6441
H 34.6609 5.1682 28.1264
H 32.9424 5.1980 28.7458
H 34.5425 7.5806 27.5849
H 31.8308 6.6818 26.5260
H 33.4776 6.0892 25.9490
H 32.7169 8.4984 23.6614
H 31.5695 7.3208 24.3013
H 33.2291 6.8840 23.9745
H 31.9165 7.3649 28.7198
H 32.5157 8.5973 27.9264
C 29.3690 11.1349 15.7164
C 30.4890 10.3736 14.9475
C 30.0883 8.8844 14.8849
O 30.2545 8.2776 16.1256
C 30.0351 6.8882 16.2627
N 30.6252 10.9859 13.6178
H 29.5681 12.2065 15.7240
H 29.3752 10.8928 16.7791
H 28.3997 11.0244 15.2300
H 31.4377 10.4681 15.4759
H 30.8671 8.4934 14.2302
H 29.1624 8.8295 14.3124
H 30.7939 6.3791 15.6685
H 29.0613 6.5718 15.8888
H 30.1760 6.5834 17.2997
H 31.2866 10.3446 13.2038
H 31.1227 11.8624 13.6834
C 24.1988 28.5869 24.9520
C 24.4254 29.7590 24.0161
C 25.2014 29.3718 22.7279
O 26.3357 28.6571 23.0462
C 26.9647 28.0076 21.9653
N 23.1461 30.4054 23.7642
H 23.4300 28.6589 25.7213
H 25.1062 28.4054 25.5281
H 23.9234 27.6581 24.4524
H 25.0702 30.4719 24.5300
H 25.3753 30.2684 22.1330
H 24.5064 28.7139 22.2060
H 27.2700 28.7336 21.2118
H 26.2701 27.2795 21.5464
H 27.8197 27.4145 22.2897
H 22.8655 30.7310 24.6782
H 23.3180 31.3293 23.3942
C 34.8199 21.8272 26.6626
C 35.1758 23.1467 25.9261
C 34.9362 23.0903 24.4252
O 35.8537 22.1907 23.7652
C 35.9504 22.3988 22.4140
N 34.3213 24.0856 26.6618
H 35.2670 20.9938 26.1207
H 33.7522 21.6393 26.7757
H 35.2417 21.7983 27.6673
H 36.2044 23.4202 26.1610
H 35.0946 24.1219 24.1108
H 33.8930 22.8317 24.2436
H 36.5790 23.2707 22.2329
H 34.9862 22.3102 21.9134
H 36.4955 21.5288 22.0479
H 33.3558 23.9928 26.3803
H 34.4433 23.8786 27.6427
C 25.0186 19.2441 13.3807
C 24.0427 20.3172 12.8390
C 24.5075 21.1320 11.6348
O 25.6695 21.8728 12.0157
C 26.2201 22.7258 10.9997
N 22.8306 19.5724 12.5456
H 24.8129 18.6606 14.2780
H 25.9784 19.7200 13.5820
H 25.2432 18.4780 12.6386
H 23.8954 21.0163 13.6622
H 23.7065 21.8237 11.3741
H 24.7548 20.4834 10.7944
H 26.9700 23.2679 11.5757
H 25.4967 23.4869 10.7075
H 26.5154 22.1389 10.1299
H 22.9813 18.7496 11.9796
H 22.5437 19.1508 13.4174
C 27.4464 14.0508 23.5594
C 26.5556 15.2753 23.5177
C 26.6404 16.0321 22.2141
O 27.8851 16.7898 22.1987
C 28.0321 17.6838 21.1192
N 25.2068 14.8816 23.8925
H 28.4766 14.3084 23.3137
H 27.2426 13.3120 22.7844
H 27.3932 13.5380 24.5198
H 26.8774 15.9527 24.3087
H 25.8120 16.7365 22.1390
H 26.4681 15.4642 21.2998
H 27.2576 18.4086 21.3701
H 27.8922 17.3352 20.0960
H 29.0229 18.1278 21.2151
H 25.3772 14.4461 24.7878
H 24.6460 15.7155 23.9931
C 34.4459 29.2342 17.5310
C 35.3113 27.9652 17.4742
C 34.7441 26.8922 16.4665
O 33.5552 26.2860 17.0137
C 32.9234 25.3501 16.0704
N 36.6536 28.3310 17.0964
H 33.9317 29.4341 16.5910
H 35.0400 30.1153 17.7738
H 33.6728 29.0016 18.2633
H 35.2697 27.5002 18.4592
H 35.3984 26.0244 16.3825
H 34.7147 27.2756 15.4466
H 32.3406 25.9441 15.3664
H 32.3513 24.6647 16.6958
H 33.5934 24.8132 15.3989
H 36.9622 28.9405 17.8402
H 36.7675 28.7675 16.1927
C 35.2804 15.3524 20.5614
C 35.7066 14.9469 21.9549
C 37.1551 15.1810 22.1821
O 37.8625 14.3495 21.2606
C 39.2244 14.2413 21.4659
N 34.8516 15.7680 22.8438
H 34.2238 15.3465 20.2937
H 35.7055 14.6451 19.8493
H 35.5895 16.3558 20.2686
H 35.5220 13.8819 22.0957
H 37.4590 14.9914 23.2116
H 37.4810 16.2169 22.0891
H 39.6415 15.2443 21.3760
H 39.7461 13.5787 20.7754
H 39.3161 13.8411 22.4756
H 33.8736 15.8072 22.5943
H 35.1987 16.7149 22.7894
C 17.8012 12.9198 21.3340
C 17.9494 12.5079 22.7999
O 19.1061 11.7437 22.9012
O 18.7856 13.9489 21.0913
H 16.8280 13.3405 21.0810
H 18.0131 12.0965 20.6517
H 17.1479 11.8008 23.0135
H 17.8193 13.2432 23.5940
H 19.7694 12.4193 23.0600
H 18.4032 14.7798 21.3830
C 33.3359 14.9721 29.6854
C 34.6030 14.4641 28.9993
O 35.2688 13.5469 29.8544
O 32.4546 13.8804 30.0262
H 32.8239 15.6496 29.0020
H 33.5277 15.6820 30.4899
H 35.2844 15.2887 28.7898
H 34.3932 13.8118 28.1516
H 36.1900 13.5093 29.5867
H 31.5396 14.1692 29.9941
C 25.8536 16.3977 31.3105
C 25.4766 14.9497 31.5758
O 26.1183 14.0474 30.6696
O 27.2528 16.6207 31.5813
H 25.2785 17.0874 31.9283
H 25.6251 16.6024 30.2646
H 24.3938 14.8310 31.6146
H 25.7644 14.7130 32.6002
H 25.9425 13.1574 30.9837
H 27.3663 16.8954 32.4941
C 18.1916 9.2459 29.1772
C 19.1394 10.3823 29.5843
O 18.6911 10.9938 30.7880
O 18.6658 8.6560 27.9819
H 17.1651 9.5718 29.0093
H 18.0581 8.5594 30.0132
H 19.1799 11.0924 28.7583
H 20.1118 9.8990 29.6794
H 18.0083 11.6228 30.5436
H 18.7414 9.3025 27.2762
C 19.6421 20.2194 26.8240
C 18.8254 19.8879 28.0682
O 17.4865 19.6445 27.8674
O 19.9965 19.1034 26.0113
H 20.5536 20.7919 26.9952
H 18.9387 20.8829 26.3208
H 18.9061 20.7087 28.7808
H 19.3186 19.0731 28.5982
H 17.2674 19.9396 26.9806
H 19.3611 19.0134 25.2972
C 23.0003 10.0293 17.8534
C 23.3825 8.8146 16.8860
O 22.1403 8.2425 16.3930
O 22.3966 11.0643 17.0608
H 23.9473 10.3585 18.2812
H 22.4021 9.7254 18.7124
H 23.7302 7.9687 17.4790
H 24.0358 8.9967 16.0327
H 21.7653 8.8516 15.7527
H 21.9887 11.6351 17.7162
```

What did the first record say?
The following is a DFT calculation (ωB97M-V/def2-TZVPD) of a single C4H8O2 molecule.

Its orbital gap is 10.338 eV. The energy above the lowest of the compared OMol25 structures with the same formula, charge and spin comes out at 134.70 kJ/mol. The structure (SMILES) is COCC(C)=O. As for the spin multiplicity: 1. As for the HOMO energy: -0.3476 Eh. Its charge is 0. The electronic energy is -307.66113 a.u.

Geometry as XYZ:
```
14
C4H8O2 ωB97M-V/def2-TZVPD
C -1.8420 0.5326 -0.1548
O -0.9923 0.1311 0.8930
C -0.2029 -0.9838 0.5805
C 1.1520 -0.6991 -0.0727
C 1.6400 0.7230 -0.2189
O 1.8261 -1.6452 -0.4210
H -2.4939 -0.2932 -0.4747
H -2.4614 1.3463 0.2293
H -1.2799 0.8913 -1.0297
H 0.0142 -1.5102 1.5187
H -0.7349 -1.6930 -0.0714
H 2.5386 0.8502 0.3944
H 0.8969 1.4612 0.0853
H 1.9396 0.8888 -1.2580
```

Question: The highest electronic energy belongs to which entry?
Answer: C4H8O2